Here is a structure of composition C17H14AsNO7ReS5 from OMol25. Energies are from ωB97M-V/def2-TZVPD.

Atoms and positions in Å:
Re 0.01 -0.39 -0.56
O -1.17 -3.74 2.35
As -0.67 -2.08 2.32
O 0.59 -1.76 3.29
O -0.56 -1.80 0.65
C -2.31 -1.20 2.90
C -3.09 -1.92 3.79
C -4.24 -1.38 4.34
C -4.62 -0.09 4.00
C -3.86 0.64 3.11
C -2.71 0.10 2.55
S -1.89 1.12 1.32
O -2.45 0.72 0.04
O -2.14 2.48 1.72
O -0.45 0.73 1.37
H -0.98 -4.16 1.46
H -2.80 -2.94 4.04
H -4.84 -1.96 5.03
H -5.52 0.35 4.43
H -4.13 1.65 2.84
O 4.72 -4.62 -1.52
C 3.54 -4.36 -1.49
S 2.84 -2.89 -2.16
C 1.15 -3.19 -1.72
C 0.87 -4.36 -1.11
S -0.63 -5.05 -0.59
S 2.29 -5.38 -0.80
S -0.01 -1.96 -2.25
C 3.64 0.92 -1.27
C 2.87 2.05 -1.89
C 3.50 3.12 -2.50
C 2.77 4.16 -3.07
C 1.39 4.13 -3.02
C 0.71 3.07 -2.41
C -0.78 3.03 -2.33
C 1.47 2.03 -1.86
N 0.81 0.97 -1.28
H 4.72 1.10 -1.33
H 3.42 -0.03 -1.75
H 3.37 0.80 -0.22
H 4.59 3.14 -2.54
H 3.28 4.99 -3.54
H 0.81 4.94 -3.45
H -1.22 3.89 -2.84
H -1.13 3.02 -1.29
H -1.17 2.11 -2.78

Output
Charge   -2
2S+1   2
F_max   0.00728 hartree/bohr
Energy relative to the best compared isomer or geometry (same formula, charge and spin)   0.000 eV
⟨S²⟩   0.76
HOMO level (alpha / beta)   -1.49 / -1.51 eV

Löwdin atomic charge list, values in e, 2 entries: Re 1.21; O -0.29


Here is a cluster of 2 separate species, C8H19N3 in total in a non-equilibrium geometry from OMol25. Energies are from ωB97M-V/def2-TZVPD.

Atoms and positions in Å:
C 1.76 -2.86 -1.97
C -1.45 -0.36 -0.27
C -2.39 -0.61 0.89
C -1.76 -1.13 -1.59
C -0.44 2.61 0.72
C 0.47 0.77 2.05
C 1.72 1.37 -0.10
C 0.28 1.23 0.58
N 2.20 -1.77 -1.36
N 2.51 -1.50 -0.16
N -0.43 0.33 -0.34
H 1.61 -3.58 -1.19
H 1.53 -2.84 -3.03
H -2.90 0.20 1.46
H -1.93 -1.19 1.65
H -3.23 -1.14 0.43
H -2.74 -1.35 -1.92
H -1.39 -2.20 -1.41
H -1.06 -0.73 -2.33
H -0.53 3.12 -0.20
H -1.33 2.46 1.46
H 0.21 3.29 1.39
H -0.49 0.89 2.55
H 1.14 1.39 2.61
H 0.90 -0.14 2.19
H 1.79 1.32 -1.06
H 2.06 2.38 0.25
H 2.28 0.53 0.31
H 2.52 -1.02 -1.94
H 2.43 -2.42 0.41

Output
Charge   0
F_max   0.15055 hartree/bohr
Energy relative to the best compared isomer or geometry (same formula, charge and spin)   3.874 eV
HOMO level   -7.89 eV

Löwdin atomic charge list, values in e, 2 entries: C -0.01; C -0.38